Entry from the Open Molecules 2025 dataset: a 6-piece molecular cluster, C44H76NO8PS6 overall at a distorted geometry (wB97M-V/def2-TZVPD).

- spin multiplicity = 1
- HOMO-LUMO gap (eV) = 8.45
- DFT total energy (eV) = -139027.199
- largest force on an atom (eV/A) = 1.31
- LUMO (eV) = 0.5

Atoms and positions in Å:
C: -3.489 0.104 6.092
C: -3.521 -0.692 4.783
C: -3.644 0.223 3.547
C: -2.546 1.312 3.650
C: -3.436 -0.515 2.231
C: -2.996 -1.834 2.228
C: -2.785 -2.541 1.050
C: -2.983 -1.901 -0.161
C: -3.427 -0.569 -0.226
C: -3.588 0.056 -1.591
C: -2.309 0.848 -1.974
O: -2.526 2.012 -2.740
C: -2.410 3.249 -2.065
C: -1.071 3.892 -2.404
O: -0.473 4.589 -1.293
C: 0.281 3.746 -0.493
C: -0.317 3.223 0.643
C: 0.362 2.342 1.477
C: 1.661 1.958 1.178
C: 2.433 0.970 2.051
C: 3.479 1.863 2.830
C: 1.529 0.314 3.098
C: 3.236 -0.055 1.238
C: 2.491 -1.224 0.582
C: 3.502 -1.895 -0.406
C: 1.262 -0.810 -0.234
C: 2.068 -2.328 1.560
C: 2.247 2.524 0.046
C: 1.587 3.417 -0.787
C: -3.678 0.110 0.981
P: -4.361 1.792 0.947
O: -5.182 2.139 -0.240
S: -2.646 -2.805 -1.654
C: -1.361 -3.874 -1.098
C: -0.372 -4.301 -1.971
C: 0.637 -5.154 -1.538
C: 0.677 -5.557 -0.205
C: -0.316 -5.122 0.668
C: -1.344 -4.292 0.229
N: -2.364 -3.906 1.171
H: -3.699 -0.574 6.914
H: -2.483 0.470 6.262
H: -4.194 0.928 6.093
H: -4.350 -1.395 4.775
H: -2.571 -1.210 4.708
H: -4.637 0.657 3.599
H: -2.222 1.664 2.678
H: -1.672 0.844 4.097
H: -2.842 2.138 4.286
H: -2.807 -2.355 3.146
H: -4.493 0.642 -1.672
H: -3.663 -0.746 -2.313
H: -1.709 0.187 -2.596
H: -1.713 1.037 -1.078
H: -3.237 3.880 -2.382
H: -2.507 3.142 -0.992
H: -0.409 3.073 -2.686
H: -1.117 4.555 -3.261
H: -1.328 3.507 0.887
H: -0.159 1.977 2.345
H: 3.227 1.929 3.883
H: 4.476 1.443 2.734
H: 3.472 2.877 2.447
H: 1.338 0.988 3.926
H: 2.015 -0.572 3.496
H: 0.565 0.008 2.700
H: 3.985 -0.484 1.905
H: 3.789 0.480 0.473
H: 3.935 -2.771 0.068
H: 4.304 -1.214 -0.673
H: 2.993 -2.251 -1.295
H: 0.981 -1.575 -0.947
H: 0.423 -0.524 0.397
H: 1.507 0.074 -0.824
H: 2.816 -2.535 2.320
H: 1.125 -2.057 2.029
H: 1.844 -3.216 0.982
H: 3.264 2.275 -0.211
H: 2.061 3.842 -1.657
H: -5.127 1.905 2.117
H: -3.317 2.717 1.128
H: -0.374 -4.010 -3.010
H: 1.401 -5.514 -2.206
H: 1.458 -6.204 0.152
H: -0.280 -5.438 1.698
H: -3.170 -4.506 1.011
C: 1.199 7.789 1.890
S: 1.816 6.268 1.160
O: 2.215 5.378 2.285
C: 3.320 6.996 0.497
H: 0.264 7.569 2.402
H: 1.929 8.173 2.603
H: 1.020 8.520 1.102
H: 3.902 7.446 1.300
H: 3.059 7.750 -0.245
H: 3.893 6.200 0.026
C: 4.102 -8.157 -1.379
S: 4.985 -6.591 -1.417
O: 3.967 -5.526 -1.600
C: 5.759 -6.852 -3.017
H: 3.509 -8.183 -0.467
H: 3.447 -8.229 -2.247
H: 4.820 -8.978 -1.371
H: 4.989 -7.013 -3.773
H: 6.427 -7.712 -2.961
H: 6.331 -5.959 -3.259
C: -2.147 -3.658 -6.180
S: -0.708 -4.699 -6.447
O: 0.350 -4.237 -5.508
C: -0.292 -4.044 -8.068
H: -2.542 -3.880 -5.191
H: -1.852 -2.609 -6.234
H: -2.904 -3.883 -6.931
H: -0.122 -2.970 -7.994
H: -1.104 -4.257 -8.762
H: 0.617 -4.539 -8.404
C: 5.071 8.766 3.900
S: 4.516 10.408 3.422
O: 4.474 10.439 1.936
C: 6.011 11.267 3.926
H: 4.293 8.053 3.631
H: 5.993 8.523 3.371
H: 5.230 8.737 4.978
H: 6.867 10.854 3.393
H: 6.143 11.162 5.003
H: 5.892 12.318 3.674
C: -5.603 -5.616 -2.891
S: -6.741 -5.763 -4.272
O: -5.975 -5.420 -5.499
C: -7.729 -4.323 -3.849
H: -4.857 -6.403 -2.983
H: -5.115 -4.643 -2.924
H: -6.145 -5.738 -1.953
H: -7.091 -3.440 -3.813
H: -8.212 -4.486 -2.886
H: -8.486 -4.200 -4.621

***

Entry from the Open Molecules 2025 dataset: a 5-piece molecular cluster, C2H13NO5 overall at a distorted geometry (wB97M-V/def2-TZVPD).

- spin multiplicity = 1
- HOMO-LUMO gap (eV) = 10.46
- DFT total energy (eV) = -14012.600
- energy relative to the best compared isomer or geometry (same formula, charge and spin) (kJ/mol) = 112.7
- structure (SMILES) = CNC=O.O.O.O.O
- largest force on an atom (eV/A) = 1.82
- LUMO (eV) = 0.4

Atoms and positions in Å:
C: -0.826 2.225 0.786
N: -1.876 1.524 0.289
C: -2.122 1.565 -1.144
O: -0.021 2.846 0.140
H: -0.760 2.076 1.876
H: -2.439 0.901 0.823
H: -1.537 2.374 -1.567
H: -3.175 1.750 -1.353
H: -1.785 0.683 -1.699
H: 1.629 -0.913 -1.361
H: 1.849 0.351 -0.548
O: 2.055 -0.594 -0.558
H: 2.455 -3.317 -0.926
H: 1.941 -2.487 0.275
O: 1.889 -3.348 -0.152
H: 1.577 0.325 2.197
H: 2.341 0.605 3.437
O: 1.479 0.780 3.045
H: -0.458 -3.066 -0.861
H: -1.477 -1.877 -1.199
O: -0.738 -2.403 -1.500

***

Entry from the Open Molecules 2025 dataset: C31H43GeN4O3S5V as an isolated structure at a distorted geometry (wB97M-V/def2-TZVPD).

- spin multiplicity = 3
- HOMO-LUMO gap (spin up / spin down) (eV) = 4.64 / 5.48
- DFT total energy (eV) = -181325.317
- energy relative to the best compared isomer or geometry (same formula, charge and spin) (kJ/mol) = 108.8
- charge = -2
- largest force on an atom (eV/A) = 2.98
- LUMO (spin up / spin down) (eV) = 4.2 / 4.2

Atoms and positions in Å:
V: 0.526 -1.339 -1.446
C: 2.954 2.396 0.984
O: 2.233 2.047 -0.189
C: 2.318 0.749 -0.563
O: 1.265 0.205 -1.077
N: 3.537 0.072 -0.411
N: 3.950 -0.555 -1.657
H: 2.608 3.390 1.261
H: 4.028 2.406 0.794
H: 2.738 1.697 1.797
H: 3.442 -0.650 0.304
H: 3.185 -1.137 -2.005
H: 4.693 -1.200 -1.412
S: -0.862 -3.743 -4.870
C: -0.317 -2.527 -3.872
S: -1.365 -1.791 -2.671
S: 1.298 -1.909 -3.852
C: 0.087 -4.234 2.730
N: 0.950 -3.903 1.613
C: 0.290 -3.332 0.418
S: 1.573 -3.326 -0.919
N: -0.809 -4.248 0.062
C: -2.161 -3.730 0.210
H: 0.684 -4.710 3.513
H: -0.669 -4.940 2.386
H: -0.418 -3.371 3.185
H: 1.686 -3.272 1.903
H: -0.661 -4.548 -0.892
H: -2.327 -3.401 1.240
H: -2.860 -4.545 -0.004
H: -2.394 -2.893 -0.452
C: 3.465 2.993 -4.243
C: 2.377 2.103 -3.640
C: 1.565 1.416 -4.730
S: -0.012 0.661 -4.232
O: -0.616 0.266 -5.546
C: -0.820 2.261 -3.818
C: -2.335 2.076 -3.718
C: -3.033 2.074 -5.079
H: 4.015 3.525 -3.464
H: 3.028 3.732 -4.922
H: 4.177 2.393 -4.817
H: 1.736 2.712 -2.999
H: 2.849 1.350 -3.007
H: 2.114 0.574 -5.156
H: 1.295 2.099 -5.543
H: -0.556 3.017 -4.566
H: -0.397 2.529 -2.845
H: -2.757 2.875 -3.102
H: -2.535 1.129 -3.206
H: -2.875 3.030 -5.590
H: -4.109 1.918 -4.962
H: -2.628 1.278 -5.701
C: 0.004 -1.841 0.339
Ge: -0.680 -0.791 1.768
C: 0.646 -0.786 3.276
C: 1.993 -0.884 2.916
C: 3.013 -0.795 3.856
C: 2.697 -0.606 5.198
C: 1.365 -0.531 5.583
C: 0.353 -0.619 4.630
C: -2.432 -0.814 2.766
C: -2.843 -1.884 3.569
C: -4.107 -1.923 4.147
C: -5.003 -0.884 3.936
C: -4.627 0.180 3.130
C: -3.365 0.204 2.544
C: -0.655 1.132 1.268
C: -0.308 2.106 2.205
C: -0.467 3.463 1.938
C: -1.001 3.869 0.722
C: -1.343 2.914 -0.229
C: -1.161 1.563 0.037
H: 2.215 -1.046 1.863
H: 4.048 -0.869 3.543
H: 3.483 -0.514 5.939
H: 1.113 -0.403 6.630
H: -0.685 -0.552 4.943
H: -2.160 -2.703 3.760
H: -4.396 -2.768 4.762
H: -5.985 -0.905 4.396
H: -5.317 0.997 2.953
H: -3.097 1.043 1.912
H: 0.087 1.796 3.168
H: -0.185 4.200 2.682
H: -1.156 4.921 0.513
H: -1.771 3.235 -1.172
H: -1.424 0.824 -0.714

***

Entry from the Open Molecules 2025 dataset: a 2-piece molecular cluster, C40H51N4O4P overall at a distorted geometry (wB97M-V/def2-TZVPD).

- spin multiplicity = 1
- HOMO-LUMO gap (eV) = 3.06
- DFT total energy (eV) = -65745.761
- energy relative to the best compared isomer or geometry (same formula, charge and spin) (kJ/mol) = 36.8
- largest force on an atom (eV/A) = 3.05
- LUMO (eV) = -2.2

Atoms and positions in Å:
C: -1.568 -2.497 -3.867
C: -2.177 -1.663 -2.741
C: -3.294 -2.467 -2.065
C: -2.676 -0.312 -3.265
C: -3.897 -0.261 -3.948
C: -4.382 0.946 -4.454
C: -3.622 2.108 -4.315
C: -2.387 2.076 -3.661
C: -1.521 3.327 -3.664
C: -2.285 4.550 -3.170
C: -0.894 3.562 -5.032
C: -1.940 0.875 -3.091
N: -0.710 0.883 -2.304
P: -0.414 2.086 -1.110
H: 0.346 -1.376 2.426
N: 1.244 1.650 -1.120
C: 2.302 2.444 -0.494
C: 3.181 1.841 0.422
C: 3.039 0.385 0.872
C: 2.970 0.276 2.400
C: 4.211 -0.443 0.349
C: 4.248 2.579 0.944
C: 4.436 3.912 0.592
C: 3.567 4.508 -0.315
C: 2.506 3.783 -0.869
C: 1.643 4.484 -1.913
C: 2.442 4.784 -3.177
C: 0.993 5.741 -1.341
C: 1.559 0.736 -2.122
C: 0.463 0.318 -2.795
H: -0.739 -1.971 -4.353
H: -1.192 -3.452 -3.482
H: -2.330 -2.707 -4.631
H: -1.400 -1.453 -1.996
H: -3.759 -1.892 -1.255
H: -4.068 -2.741 -2.794
H: -2.889 -3.393 -1.636
H: -4.478 -1.178 -4.083
H: -5.355 0.979 -4.952
H: -3.986 3.050 -4.731
H: -0.669 3.156 -2.974
H: -2.747 4.365 -2.193
H: -1.617 5.417 -3.080
H: -3.082 4.813 -3.876
H: -0.294 2.695 -5.334
H: -1.669 3.716 -5.793
H: -0.244 4.447 -5.019
H: 2.109 -0.015 0.455
H: 2.136 0.866 2.799
H: 2.830 -0.768 2.711
H: 3.898 0.648 2.854
H: 4.340 -0.298 -0.730
H: 5.141 -0.133 0.845
H: 4.035 -1.510 0.533
H: 4.933 2.087 1.640
H: 5.268 4.481 1.019
H: 3.709 5.549 -0.615
H: 0.838 3.791 -2.190
H: 2.844 3.859 -3.610
H: 1.817 5.273 -3.935
H: 3.289 5.445 -2.949
H: 0.394 5.507 -0.452
H: 1.761 6.470 -1.051
H: 0.331 6.216 -2.076
H: 2.588 0.456 -2.287
H: 0.415 -0.373 -3.623
C: -5.083 -3.378 5.345
O: -5.174 -3.172 3.917
C: -4.152 -2.500 3.323
C: -3.889 -2.773 1.961
C: -2.575 -2.689 1.526
C: -1.591 -2.169 2.371
C: -0.114 -2.225 1.998
C: 0.633 -3.361 2.542
C: 2.020 -3.499 2.181
O: 2.506 -3.116 1.101
N: 2.859 -4.058 3.165
C: 4.280 -3.958 2.906
C: 2.526 -3.947 4.533
O: 3.368 -3.823 5.417
N: 1.153 -4.010 4.780
C: 0.708 -4.097 6.149
C: 0.212 -4.096 3.728
O: -0.857 -4.675 3.923
C: -1.944 -1.611 3.599
C: -3.248 -1.705 4.065
H: -5.865 -4.102 5.564
H: -4.097 -3.782 5.627
H: -5.261 -2.435 5.875
H: -4.673 -3.203 1.342
H: -2.285 -3.061 0.540
H: 0.016 -2.226 0.907
H: 4.808 -4.452 3.721
H: 4.499 -4.433 1.949
H: 4.578 -2.896 2.880
H: -0.218 -3.523 6.258
H: 0.524 -5.139 6.434
H: 1.490 -3.676 6.780
H: -1.180 -1.123 4.211
H: -3.514 -1.325 5.052

***

Entry from the Open Molecules 2025 dataset: one molecule with the formula C2H7OPS at a distorted geometry (wB97M-V/def2-TZVPD).

- spin multiplicity = 1
- HOMO-LUMO gap (eV) = 7.84
- DFT total energy (eV) = -24356.063
- energy relative to the best compared isomer or geometry (same formula, charge and spin) (kJ/mol) = 386.6
- structure (SMILES) = C[PH2](O)C=S
- largest force on an atom (eV/A) = 3.49
- LUMO (eV) = -1.0

Atoms and positions in Å:
C: -1.097 -1.216 0.163
C: 0.316 1.797 0.495
O: 1.198 -0.348 -1.346
P: 0.090 0.107 -0.262
S: 1.946 2.202 0.621
H: -2.078 -1.386 -0.187
H: -0.480 -2.115 0.264
H: -1.225 -0.915 1.179
H: -0.525 2.443 0.561
H: 0.869 -0.503 0.634
H: -0.886 0.781 -1.255
H: 1.872 -0.848 -0.867

***

Entry from the Open Molecules 2025 dataset: a 2-piece molecular cluster, C33H36Cl2FN2OSi overall at a distorted geometry (wB97M-V/def2-TZVPD).

- spin multiplicity = 1
- HOMO-LUMO gap (eV) = 3.43
- DFT total energy (eV) = -75464.905
- energy relative to the best compared isomer or geometry (same formula, charge and spin) (kJ/mol) = 31.0
- charge = +1
- largest force on an atom (eV/A) = 4.04
- LUMO (eV) = -5.4

Atoms and positions in Å:
Cl: 1.751 1.115 -4.862
C: 3.323 1.690 -5.176
N: 4.259 1.564 -4.205
F: 3.939 0.747 -3.025
C: 5.548 1.951 -4.402
Cl: 6.657 1.752 -3.149
C: 5.920 2.505 -5.620
C: 4.975 2.660 -6.639
C: 3.662 2.256 -6.393
H: 6.953 2.808 -5.747
H: 5.254 3.079 -7.604
H: 2.874 2.345 -7.141
C: 0.289 -1.191 5.349
Si: -0.674 0.292 4.794
C: -2.504 -0.100 4.909
C: -0.226 1.838 5.736
O: -0.195 0.544 3.202
C: -0.799 0.326 1.927
C: -1.310 -1.127 1.886
C: -2.680 -1.404 1.852
C: -3.119 -2.732 1.822
C: -2.195 -3.770 1.927
C: -0.830 -3.491 2.066
C: -0.386 -2.163 2.073
C: -1.891 1.410 1.671
C: -1.889 2.543 2.488
C: -2.880 3.514 2.347
C: -3.882 3.329 1.393
C: -3.850 2.236 0.516
C: -2.833 1.282 0.641
C: 0.342 0.539 0.900
C: 0.969 1.942 0.943
C: 0.994 2.481 -0.498
C: 0.093 1.563 -1.325
N: -0.106 0.374 -0.495
C: -0.150 -0.852 -1.059
C: -0.118 -1.099 -2.406
C: 0.041 -2.426 -2.963
C: -0.346 -2.637 -4.310
C: -0.136 -3.869 -4.922
C: 0.421 -4.930 -4.188
C: 0.731 -4.759 -2.830
C: 0.518 -3.532 -2.209
H: 0.010 -1.460 6.377
H: 0.097 -2.053 4.698
H: 1.364 -0.974 5.320
H: -2.815 -0.010 5.960
H: -3.127 0.575 4.308
H: -2.699 -1.131 4.584
H: -0.404 1.683 6.810
H: 0.838 2.072 5.602
H: -0.805 2.717 5.427
H: -3.407 -0.588 1.896
H: -4.191 -2.912 1.716
H: -2.543 -4.799 1.903
H: -0.106 -4.296 2.175
H: 0.665 -1.925 2.273
H: -1.130 2.644 3.270
H: -2.837 4.394 2.997
H: -4.689 4.054 1.323
H: -4.602 2.115 -0.263
H: -2.814 0.403 -0.011
H: 1.123 -0.222 1.086
H: 0.419 2.620 1.601
H: 1.983 1.832 1.336
H: 0.683 3.530 -0.572
H: 2.010 2.411 -0.914
H: -0.877 2.037 -1.531
H: 0.546 1.351 -2.302
H: -0.139 -1.688 -0.359
H: -0.287 -0.284 -3.113
H: -0.797 -1.801 -4.849
H: -0.423 -4.005 -5.962
H: 0.564 -5.902 -4.663
H: 1.121 -5.593 -2.248
H: 0.755 -3.398 -1.147

***

Entry from the Open Molecules 2025 dataset: a 2-piece molecular cluster, C3H7FO overall at a distorted geometry (wB97M-V/def2-TZVPD).

- spin multiplicity = 1
- HOMO-LUMO gap (eV) = 9.34
- DFT total energy (eV) = -7984.770
- energy relative to the best compared isomer or geometry (same formula, charge and spin) (kJ/mol) = 417.1
- largest force on an atom (eV/A) = 6.54
- LUMO (eV) = -0.8

Atoms and positions in Å:
C: -1.351 -1.105 -0.086
C: -0.549 0.213 0.446
C: 0.977 0.027 0.562
H: -0.781 -1.579 -0.930
H: -1.468 -1.600 0.804
H: -2.369 -0.785 -0.625
H: -1.168 0.347 1.491
H: -1.137 0.782 -1.683
H: 1.409 0.980 0.983
H: 1.241 -0.604 1.443
O: -0.724 1.346 -0.268
F: 1.734 -0.346 -0.541

***

Entry from the Open Molecules 2025 dataset: one molecule with the formula C4H8O3 (wB97M-V/def2-TZVPD).

- spin multiplicity = 1
- HOMO-LUMO gap (eV) = 10.74
- DFT total energy (eV) = -10419.670
- energy relative to the best compared isomer or geometry (same formula, charge and spin) (kJ/mol) = 128.6
- structure (SMILES) = O=C(CO)CCO
- largest force on an atom (eV/A) = 0.44
- LUMO (eV) = 0.6

Atoms and positions in Å:
O: -1.104 1.708 -0.027
C: -1.491 0.455 -0.560
C: -0.838 -0.713 0.188
C: 0.668 -0.626 0.105
O: 1.278 -0.942 -0.898
C: 1.417 -0.066 1.295
O: 2.794 -0.080 1.086
H: -1.776 1.973 0.608
H: -1.182 0.431 -1.611
H: -2.582 0.329 -0.532
H: -1.157 -1.649 -0.284
H: -1.162 -0.712 1.237
H: 1.030 0.958 1.443
H: 1.150 -0.649 2.192
H: 2.911 -0.377 0.168